DFT (the ωB97M-V functional and the def2-TZVPD basis) results for a molecular structure, C49H34N2O2S7Ti in a non-equilibrium geometry.

Cartesian coordinates (Å):
H 2.919 -6.248 -4.748
C 2.098 3.086 -5.673
H -0.149 -0.307 -5.751
H -0.400 7.384 -1.335
S 3.054 -8.077 -1.827
C -2.302 1.653 2.902
C -0.577 4.144 -2.271
S -1.284 0.271 0.698
C -1.330 -1.951 3.576
C 1.614 -0.132 4.908
C 0.741 1.353 -4.681
C -0.413 -1.058 6.060
C -4.273 4.832 3.421
C 1.585 -2.427 -2.155
H 4.266 -5.137 -5.053
C 1.572 -4.620 -3.127
H -2.204 -1.886 6.862
H 0.521 6.335 0.705
H 2.022 0.253 5.829
H 3.087 4.392 -4.285
C -2.956 2.711 3.507
C 3.500 -3.215 -3.346
H -0.065 -3.789 -2.014
C -3.645 3.651 2.747
C 2.385 3.580 -4.400
H 3.195 0.613 3.660
N -1.724 -2.307 2.317
C 1.803 3.024 -3.289
C -2.125 -2.158 4.731
H -0.368 -1.684 -3.706
C -0.076 -1.313 3.670
C -3.715 3.479 1.369
H 2.535 3.549 -6.544
C -2.326 1.536 1.522
S -0.599 -4.716 1.229
H -2.921 2.823 4.581
S 0.779 -1.190 -1.105
H -0.922 3.539 -3.095
C 0.311 4.329 -0.029
C 0.805 -5.306 0.403
C -0.115 1.592 0.247
C 0.616 3.692 1.198
C -1.613 -1.707 5.976
C 0.936 -3.629 -2.403
C 0.089 2.073 -1.063
H 1.131 1.535 -6.776
C 0.265 2.379 1.341
C 2.868 -2.211 -2.633
C 2.873 -4.435 -3.591
C -2.937 -2.856 2.166
H 0.969 4.271 2.035
H 0.253 1.923 2.321
C 1.978 -4.631 0.339
C 0.920 1.934 -3.401
C 1.743 -0.438 2.523
C 0.169 -0.104 -2.372
H -3.076 2.299 -0.314
S 2.192 -3.042 0.978
C -3.365 -2.787 4.535
H -0.056 -0.699 7.014
Ti -0.168 -2.358 1.173
H -1.758 0.934 3.498
H 3.366 -1.272 -2.442
C 0.343 1.297 -2.230
H 2.060 3.408 -2.312
C 2.268 0.067 3.698
H -3.998 -3.002 5.380
H 1.062 -5.559 -3.296
C 0.394 -0.826 4.915
H -1.240 5.955 -3.167
C 1.300 1.979 -5.807
H -3.230 -3.089 1.145
S 3.312 -5.460 -0.443
O -2.023 -0.087 -0.515
C -0.056 -0.652 -3.647
H -4.273 4.181 0.768
H 2.238 -0.293 1.566
C -0.005 3.521 -1.149
H -4.532 5.606 2.705
C -0.305 6.310 -1.263
C -3.054 2.429 0.757
C -0.754 5.505 -2.314
C 3.603 -5.537 -4.290
H -4.712 -3.599 3.076
C 2.412 -6.882 -0.923
H 4.206 -6.083 -3.562
C 0.091 0.094 -4.778
H -3.588 5.254 4.152
H 4.508 -3.060 -3.705
O -0.366 -2.081 -0.570
C -3.762 -3.120 3.247
S 0.761 -6.885 -0.361
H -5.179 4.544 3.953
N 0.602 -1.147 2.494
C 0.221 5.729 -0.139

For the energy relative to the best compared isomer or geometry (same formula, charge and spin), the calculation gives 2.9292 eV. The calculation puts the LUMO energy (alpha / beta) at -1.7 / -1.7 eV. Its spin multiplicity is 1. The HOMO energy (alpha / beta) is -5.33 / -5.36 eV. For the largest force on an atom, the calculation gives 0.0791 hartree/bohr. The calculation puts the total energy at -5784.3857 hartree.

---

DFT (the ωB97M-V functional and the def2-TZVPD basis) results for a molecular structure, C49H36AsF4N6O2S5SiTeV in a non-equilibrium geometry.

Cartesian coordinates (Å):
C -0.422 1.079 -2.688
C -0.703 0.506 -7.583
C -2.164 -0.194 1.710
N 2.730 0.480 -0.738
C 0.746 0.390 -5.244
H 5.762 0.684 -2.078
H 5.577 -1.896 -1.740
S 0.878 5.310 2.741
H 3.895 2.061 -1.373
C 3.910 1.494 4.716
C 5.059 -4.457 -1.337
H -1.288 3.799 4.621
C -1.147 1.191 -3.897
H -2.651 2.767 -0.391
C -3.128 2.022 0.224
N -0.049 1.072 -1.625
C 2.566 1.738 4.863
C 1.280 -0.036 -6.423
As 1.893 4.572 1.048
C -1.919 -2.917 -2.385
H 1.289 -0.743 2.988
C 4.334 0.415 3.993
C 3.362 -3.915 1.204
C -2.424 1.665 -3.710
H -1.663 -4.815 0.368
H -1.881 -2.638 1.487
C -0.975 0.511 3.719
H 5.152 -4.310 -2.414
C -2.056 -1.518 -0.393
C 2.633 -0.839 -0.530
C 4.784 -1.180 -1.473
H 4.930 -5.526 -1.187
C -3.129 -0.669 3.894
C -4.458 2.860 5.256
C -4.291 3.866 3.052
H 4.611 2.160 5.170
H -4.016 -1.258 2.029
C -2.028 -0.039 4.441
S 0.606 3.513 -0.478
C -2.926 4.083 3.234
F 2.566 -0.427 -6.424
C 3.852 0.980 -1.263
H 2.235 2.558 5.470
C 3.392 -0.449 3.455
F -2.524 1.273 -6.490
H -2.673 2.171 1.202
C -2.362 -0.205 0.222
H 2.724 -3.186 1.704
C -3.189 -0.736 2.492
F 1.526 0.361 -4.170
H -2.307 4.563 2.494
N 3.590 -1.344 -9.203
C -1.900 -2.666 0.385
O -0.226 1.554 5.687
C -5.063 3.271 4.065
O -0.170 1.077 1.534
C 2.035 -0.185 3.551
Te -5.114 4.297 1.164
C -4.244 -1.207 4.743
H -1.654 -5.033 -2.059
H 5.390 0.188 3.878
F -1.475 0.627 -8.639
C -2.096 -1.663 -1.790
C -1.252 0.872 -6.371
C 3.670 -1.718 -0.869
H -6.123 3.104 3.920
H -5.021 2.349 -0.703
C 1.992 -4.267 -1.567
H 4.365 -3.889 1.637
S 2.641 2.386 1.331
C 0.636 0.046 -7.687
C 1.286 -0.334 -8.890
H 1.026 -3.899 -1.183
H -1.988 0.082 5.512
C 4.900 0.196 -1.672
C -2.330 3.640 4.441
H -2.685 2.763 6.371
C -1.036 0.456 2.300
Si 3.512 -3.587 -0.629
V 1.035 1.369 0.249
H 3.708 -1.304 2.880
H -4.645 -2.172 4.410
H 1.964 -5.364 -1.502
H 2.021 -3.982 -2.625
S 3.317 5.838 0.135
N -3.517 2.031 -3.685
N -2.893 0.756 -0.437
C 1.592 0.916 4.299
S 1.142 -1.205 0.228
H -2.245 -0.781 -2.391
C 2.583 -0.890 -8.946
H -1.989 -3.033 -3.465
H -5.043 -0.477 4.705
H -5.015 2.425 6.056
C -3.095 3.042 5.409
C 0.734 -0.089 -10.187
N 0.466 0.120 -11.288
C -1.744 -3.904 -0.225
C -4.615 2.330 0.296
C -1.757 -4.066 -1.611
C 0.129 1.105 4.603
H 5.995 -4.139 -0.854
H -5.212 1.647 0.895
H 2.983 -4.926 1.395
H -3.901 -1.372 5.779
C -0.582 0.820 -5.139

For the energy relative to the best compared isomer or geometry (same formula, charge and spin), the calculation gives 0.0000 eV. The calculation puts the LUMO energy (alpha / beta) at 3.3 / 1.3 eV. Its spin multiplicity is 3. The HOMO energy (alpha / beta) is -3.19 / -3.18 eV. For the largest force on an atom, the calculation gives 0.0680 hartree/bohr. The calculation puts the total energy at -8495.7496 hartree. Its total charge is -2.

---

DFT (the ωB97M-V functional and the def2-TZVPD basis) results for a molecular structure, C49H36CaF3N7O3S2 in a non-equilibrium geometry.

Cartesian coordinates (Å):
H 0.655 -4.195 1.710
C 1.853 1.980 -0.027
H -2.032 -2.660 1.653
H -3.391 -5.980 -1.006
C 3.692 -1.805 1.016
C -5.641 -0.042 2.198
H 4.037 2.454 -0.200
H 4.820 4.295 3.822
C 1.440 2.876 0.963
C 3.487 6.020 1.217
C 4.303 5.744 2.322
C -3.092 -4.827 -2.799
C 0.101 -6.272 -0.904
O -1.920 1.978 -1.340
C -0.589 3.087 -2.973
C -2.777 -3.450 1.730
H -6.641 -0.041 2.610
C -2.680 -3.610 -3.291
H 3.213 -1.017 1.579
C -5.439 0.192 0.844
C -3.050 -5.042 -1.425
H 0.928 4.253 -5.773
C 3.179 1.906 -0.552
N 0.819 -1.199 1.166
H 0.691 -1.775 1.986
H 0.625 -3.317 -2.457
C -1.550 4.016 2.567
C -0.099 3.112 -4.277
C -0.431 4.210 -2.166
C -1.233 1.882 -2.391
C 5.205 6.716 2.784
C -4.555 -0.277 3.013
O -1.414 -2.015 -0.283
H 6.602 -3.504 0.732
C -1.935 2.835 1.877
H -0.826 4.170 -1.160
H 0.333 6.207 -2.023
S 1.156 -1.889 -0.160
H -3.461 -5.604 -3.457
H -0.139 -7.304 -1.118
H -2.714 -3.926 2.709
C -3.232 -0.260 2.460
H 0.129 -6.563 1.215
C 0.525 -4.045 -1.665
H -3.775 -3.012 1.608
H 1.939 5.285 -0.066
C 4.857 -3.822 -0.467
F -4.176 0.286 5.315
C -4.772 -0.562 4.459
N -0.926 2.267 1.263
C 0.545 -4.530 0.689
H -2.730 -3.411 -4.356
N -1.373 -0.339 -2.370
O -2.559 -4.467 0.775
C 2.582 5.079 0.778
N 5.946 7.520 3.149
H 0.435 4.937 2.716
C 0.723 5.341 -3.941
C -2.176 -2.614 -2.447
C -2.560 -4.087 -0.560
H -2.190 4.659 3.145
C -4.130 0.165 0.373
N 1.040 1.129 -0.734
Ca -1.048 0.302 -0.129
S -1.885 -0.511 3.418
H -1.991 -1.245 -4.106
H 3.949 0.693 -2.218
C 0.174 3.054 1.507
C 3.276 3.575 2.520
C 0.221 5.329 -2.648
C 0.553 4.233 -4.757
C -0.207 4.151 2.353
F -6.094 -0.490 4.799
C 3.134 1.010 -1.590
C 0.684 -3.632 -0.349
C -1.821 -1.347 -3.021
H -3.918 0.329 -0.677
C 5.585 -3.194 0.530
H 3.167 2.624 3.021
H 3.575 6.979 0.721
H -2.930 2.426 1.830
C 1.792 0.575 -1.665
H -6.275 0.388 0.189
H -0.235 2.239 -4.897
C 0.251 -5.855 0.408
N -1.048 0.771 -3.067
H 2.992 -3.942 -1.501
H 1.240 6.215 -4.315
C 0.232 -5.366 -1.943
C 5.004 -2.170 1.260
F -4.409 -1.804 4.845
H 5.304 -4.620 -1.046
C 2.459 3.850 1.426
H 5.579 -1.665 2.024
N -3.081 -0.036 1.133
C 3.549 -3.443 -0.720
H 0.090 -5.686 -2.966
C -2.028 -2.841 -1.039
C 2.951 -2.453 0.043
C 4.190 4.506 2.968
H 1.375 -0.094 -2.399

For the energy relative to the best compared isomer or geometry (same formula, charge and spin), the calculation gives 0.5910 eV. The calculation puts the LUMO energy at 4.0 eV. Its spin multiplicity is 1. The HOMO energy is -2.08 eV. For the largest force on an atom, the calculation gives 0.0508 hartree/bohr. The calculation puts the total energy at -4271.6016 hartree. Its total charge is -2.

---

DFT (the ωB97M-V functional and the def2-TZVPD basis) results for 3 unconnected molecules or ions with the total composition C49H37NO12 in a non-equilibrium geometry.

Cartesian coordinates (Å):
C 3.313 -3.613 3.650
H -3.567 -10.643 7.639
H 1.346 -5.826 5.438
H 3.689 -1.692 5.506
C -4.127 -8.769 8.537
C -1.925 7.717 -5.448
C 0.157 -2.996 6.884
H 0.392 -1.940 6.982
C 2.963 -6.750 1.600
O 2.661 -2.067 -0.108
H -0.937 7.712 -6.029
H 1.132 5.649 -3.982
C 3.164 -5.895 2.679
H -4.352 4.905 -6.508
C 3.550 -1.291 4.506
C -1.620 7.069 -1.297
H 2.535 -6.895 -0.504
H 3.475 1.677 2.860
N 0.433 3.141 -2.559
C -0.103 3.983 -6.751
H -0.132 8.217 0.172
C -2.469 -5.420 8.067
C -0.980 -3.512 7.497
H 3.775 0.749 5.140
C 3.116 -4.513 2.493
O 0.026 3.783 -3.706
O 0.561 3.889 -8.074
H -2.030 6.415 -0.436
C 2.878 -3.990 1.222
O 2.344 5.228 -9.025
C -2.338 0.459 -2.989
H 3.008 -7.824 1.745
C 3.137 -1.628 2.149
C -1.281 -4.870 7.377
C -2.238 5.368 -5.830
C 0.044 -0.791 -2.783
C -1.195 5.129 -7.039
C 2.873 -2.526 1.002
H -2.956 6.101 -3.011
C 3.599 0.083 4.301
H -3.206 3.502 -6.837
H -1.641 -9.691 6.419
C 0.031 9.048 -2.017
H 3.057 0.166 0.952
H 0.811 9.855 -1.793
C 0.998 -3.832 6.151
H -3.839 3.869 -5.065
C 1.116 4.537 -4.313
H -2.512 1.827 -4.845
H -4.462 -6.781 9.276
O 1.144 1.299 -6.757
O 3.467 -4.071 4.772
C -1.401 -0.507 -2.208
C -2.757 -6.868 7.955
C 0.605 -0.122 -4.075
H 3.363 -6.309 3.663
C 0.104 1.673 -6.163
O -0.086 -7.851 5.752
H -1.760 -1.015 -1.236
C 2.701 -6.227 0.335
H 2.460 -4.449 -0.844
H -0.726 6.117 -7.424
C 2.659 -4.850 0.145
H -1.627 -2.857 8.072
H -4.967 -9.190 9.081
C 3.193 -0.248 1.946
C -1.785 1.124 -4.288
C -2.155 6.876 -2.769
C -3.461 4.307 -6.066
C -1.956 -7.690 7.163
O 1.673 5.461 -6.721
H 2.093 4.090 -3.872
H 1.656 -0.308 -4.473
C -2.255 -9.049 7.043
C -0.452 -5.702 6.622
C -0.323 0.870 -4.834
O 0.284 3.950 -1.674
C 1.207 4.327 -5.903
H 2.071 3.579 -6.047
H -1.828 4.742 -7.932
C -1.562 7.773 -3.890
H 1.891 -3.431 5.683
C 1.617 4.876 -8.060
C -0.529 8.113 -0.900
C 3.328 -2.150 3.428
C -3.339 -9.586 7.730
O -2.856 6.677 -5.820
C 0.691 -5.181 6.015
H -0.058 9.539 -4.279
H -2.441 8.722 -5.713
C -0.780 -7.136 6.456
H 0.706 -1.507 -2.192
H -3.391 0.667 -2.571
H -1.813 5.114 -4.798
C 3.428 0.605 3.021
O -3.195 -4.693 8.724
C -3.841 -7.412 8.647
O -0.781 2.721 -6.572
C -0.490 8.857 -3.466

Its structure (SMILES) is C[C@@H](C[C@@]1(OC(=O)c2ccccc2)OC(=O)O[C@H]1CON=O)OCc1ccccc1.O=C1c2ccccc2C(=O)c2ccccc21.O=C1c2ccccc2C(=O)c2ccccc21. For the energy relative to the best compared isomer or geometry (same formula, charge and spin), the calculation gives 11.3160 eV. The calculation puts the LUMO energy at -1.4 eV. Its spin multiplicity is 1. The HOMO energy is -8.82 eV. For the largest force on an atom, the calculation gives 0.1245 hartree/bohr. The calculation puts the total energy at -2846.5996 hartree.

---

Question: Which value of energy relative to the best compared isomer or geometry (same formula, charge and spin) does entry 1 give?
Answer: 2.9292 eV

---

Question: The highest energy relative to the best compared isomer or geometry (same formula, charge and spin) belongs to which entry?
Answer: C49H37NO12